Entry 1:
{
  "formula": "C3H11N2S",
  "method": "wB97M-V/def2-TZVPD",
  "elements": ["C", "C", "C", "N", "N", "S", "H", "H", "H", "H", "H", "H", "H", "H", "H", "H", "H"],
  "positions_angstrom": [[-2.19536, -2.11256, 0.06985], [-1.37192, -1.29744, -0.90752], [0.74257, -0.06441, -0.30753], [3.29752, 2.16517, 0.25394], [-0.11556, -1.10241, -0.24676], [2.25943, -0.51494, 0.14872], [-3.17403, -2.42376, -0.45755], [-1.55372, -3.02403, 0.32101], [-2.47933, -1.60528, 1.08602], [-2.02943, -0.49588, -1.24540], [-1.17025, -1.93695, -1.72901], [0.27894, 0.90779, -0.56023], [3.32767, 2.45614, 1.28062], [2.79783, 2.90174, -0.13579], [0.23828, -2.02029, 0.15666], [4.17722, 1.87031, 0.09580], [2.76077, 1.03862, 0.34540]],
  "forces_ev_per_angstrom": [[-1.5, -1.3, 1.1], [-1.7, -0.6, 1.2], [-2.2, -2.5, 0.6], [-3.2, -0.5, 5.9], [1.3, 1.1, -0.1], [1.2, 0.4, 0.3], [1.6, 0.2, 1.0], [-1.3, 0.8, -0.2], [0.7, -0.6, -2.1], [1.1, 0.8, 0.1], [0.1, -0.5, -1.1], [0.7, -0.5, -0.1], [0.0, -0.5, -1.4], [-0.2, 1.4, -2.0], [-0.3, 1.8, -0.7], [3.9, -0.2, -2.0], [0.0, 0.5, -0.6]],
  "de_lowest_kj_mol": 189.08,
  "e_homo_ev": -13.290,
  "max_force_ev_per_a": 6.747,
  "total_charge": 1,
  "homo_lumo_gap_ev": 9.60
}

Entry 2:
{
  "formula": "C4H10N5",
  "method": "wB97M-V/def2-TZVPD",
  "elements": ["C", "C", "C", "C", "N", "N", "N", "N", "N", "H", "H", "H", "H", "H", "H", "H", "H", "H", "H"],
  "positions_angstrom": [[0.69261, -1.14573, -0.82784], [2.35607, 0.12118, 0.09456], [0.19317, 0.89314, 0.52473], [-0.30585, -0.56703, 0.15134], [1.92167, -0.88032, -0.74769], [1.60901, 1.01825, 0.58374], [-0.42010, 1.84665, -0.39899], [-0.43435, -1.35846, 1.27677], [-1.65496, -0.31240, -0.62152], [0.35144, -1.79877, -1.62161], [3.42554, 0.20132, 0.21562], [-0.16443, 1.09589, 1.54245], [-0.65404, 2.72073, 0.05782], [0.21714, 2.06880, -1.15989], [-0.88466, -0.98200, 2.09457], [-0.52506, -2.35430, 1.16324], [-2.47449, -0.48053, -0.03415], [-1.74191, -0.84516, -1.48944], [-1.50683, 0.75876, -0.80372]],
  "forces_ev_per_angstrom": [[0.0, 0.0, 0.3], [-0.1, 0.8, 0.6], [-0.5, -0.4, 0.0], [-0.3, 0.8, -0.4], [-0.3, -1.0, -1.1], [0.6, 0.4, 0.5], [0.3, 0.3, 0.0], [0.1, -0.3, 0.4], [0.3, 0.0, -0.1], [-0.1, -0.2, -0.1], [0.1, 0.0, 0.0], [-0.1, 0.0, -0.2], [0.0, 0.0, 0.0], [0.0, 0.0, 0.1], [0.0, 0.1, 0.1], [0.0, 0.0, 0.0], [0.2, 0.0, -0.1], [0.0, 0.0, 0.2], [-0.3, -0.3, -0.1]],
  "smiles": "N[C@@H]1N=CN=C[C@]1(N)[NH3+]",
  "de_lowest_kj_mol": 255.38,
  "e_homo_ev": -13.663,
  "max_force_ev_per_a": 1.482,
  "total_charge": 1,
  "homo_lumo_gap_ev": 9.46
}

Entry 3:
{
  "formula": "C7H18N",
  "method": "wB97M-V/def2-TZVPD",
  "elements": ["C", "C", "C", "C", "H", "H", "H", "H", "H", "H", "H", "H", "H", "H", "C", "C", "C", "N", "H", "H", "H", "H", "H", "H", "H", "H"],
  "positions_angstrom": [[2.93566, 0.03429, -0.60502], [1.52909, -0.42725, -0.10463], [1.26102, -1.90902, -0.51332], [1.38775, -0.19856, 1.38275], [3.16108, 1.04674, -0.24983], [3.71195, -0.59094, -0.18518], [2.92879, -0.00543, -1.69535], [0.85597, 0.26870, -0.67669], [0.18533, -2.18619, -0.41795], [1.78303, -2.45264, 0.29275], [1.65675, -2.12809, -1.46652], [1.25227, 0.88105, 1.64568], [0.50907, -0.68953, 1.76653], [2.21434, -0.50614, 2.03849], [-1.82827, 1.88286, -1.13644], [-2.37650, 1.40319, 0.20064], [-2.44907, -1.00337, 0.52540], [-1.81233, 0.08895, 0.55154], [-0.75721, 2.04007, -1.05421], [-1.98142, 1.13209, -1.88380], [-2.29548, 2.82883, -1.40574], [-2.10931, 2.09713, 1.01440], [-3.47681, 1.25709, 0.23429], [-1.95520, -1.91411, 0.75835], [-3.50796, -0.96384, 0.27098], [-0.82248, 0.01415, 0.71286]],
  "forces_ev_per_angstrom": [[-0.9, -0.1, 0.5], [0.7, 0.6, -1.5], [-0.4, 1.1, 2.6], [-0.2, 1.4, 0.7], [-0.2, -0.1, -0.3], [0.2, -0.4, -0.1], [0.4, 0.1, 0.1], [0.1, -0.6, 0.6], [0.6, 0.2, -0.3], [-0.1, -0.4, -0.7], [0.3, -0.4, -1.0], [0.1, -0.6, -0.4], [-0.5, -0.5, 0.5], [0.0, -0.3, -0.6], [0.1, 0.1, 0.7], [-0.6, 0.3, 0.5], [-0.9, 0.7, -0.2], [-0.3, -0.2, -0.4], [0.2, 0.1, 0.0], [-0.3, -0.3, -0.6], [0.0, -0.1, -0.1], [-0.1, -0.3, -0.3], [0.6, 0.3, -0.2], [0.4, -0.7, 0.1], [0.2, -0.2, 0.1], [0.8, 0.3, 0.3]],
  "de_lowest_kj_mol": 99.49,
  "e_homo_ev": -14.540,
  "max_force_ev_per_a": 2.866,
  "total_charge": 1,
  "homo_lumo_gap_ev": 9.64
}

Entry 4:
{
  "formula": "C4H6O2",
  "method": "wB97M-V/def2-TZVPD",
  "elements": ["C", "C", "C", "C", "O", "O", "H", "H", "H", "H", "H", "H"],
  "positions_angstrom": [[0.15737, -0.28751, 0.09901], [0.40360, -1.07447, -0.95225], [-1.11441, -0.32742, 0.89371], [0.78545, 2.15477, -0.75455], [1.19246, 0.42861, 0.65805], [1.01228, 1.93710, -1.84870], [0.88070, 0.91374, 1.43229], [1.35247, -1.04006, -1.45572], [-0.36111, -1.70568, -1.36289], [-0.92342, -0.71913, 1.89371], [-1.53188, 0.67582, 0.99116], [-1.85352, -0.95577, 0.40617]],
  "forces_ev_per_angstrom": [[0.2, -1.7, 0.4], [-0.1, 0.8, 0.3], [0.1, 0.3, -0.2], [0.0, 1.2, -1.9], [0.0, -0.7, 0.3], [-0.1, 0.1, 1.2], [0.0, 0.0, -0.2], [0.3, 0.0, 0.0], [-0.2, 0.0, 0.0], [0.0, 0.0, 0.0], [-0.1, 0.1, 0.1], [0.0, 0.0, 0.0]],
  "de_lowest_kj_mol": 155.74,
  "e_homo_ev": -9.021,
  "max_force_ev_per_a": 2.278,
  "total_charge": 0,
  "homo_lumo_gap_ev": 9.92
}

Entry 5:
{
  "formula": "CH5NOSi",
  "method": "wB97M-V/def2-TZVPD",
  "elements": ["C", "N", "O", "Si", "H", "H", "H", "H", "H"],
  "positions_angstrom": [[0.03131, -0.56234, -1.12320], [0.47265, -0.72453, -2.23810], [0.92173, 0.01957, 0.12604], [0.14033, 0.64214, 1.43776], [-1.01306, -0.61784, -0.60924], [-0.09582, -1.08375, -2.98486], [-0.71978, -0.44058, 1.82384], [-0.66619, 1.70895, 0.98537], [0.92883, 1.05837, 2.58241]],
  "forces_ev_per_angstrom": [[-1.1, 1.8, 5.0], [1.4, 0.1, -0.1], [-0.7, -1.3, -3.5], [0.1, -1.0, -0.7], [1.7, -0.3, -1.3], [-0.4, -0.1, 0.1], [-0.8, -0.6, 0.6], [-0.8, 1.3, -0.2], [0.6, 0.0, 0.1]],
  "smiles": "[H]/N=C/O[SiH3]",
  "de_lowest_kj_mol": 60.91,
  "e_homo_ev": -10.579,
  "max_force_ev_per_a": 5.474,
  "total_charge": 0,
  "homo_lumo_gap_ev": 11.58
}

Entry 6:
{
  "formula": "C5H4O",
  "method": "wB97M-V/def2-TZVPD",
  "elements": ["C", "C", "C", "C", "C", "O", "H", "H", "H", "H"],
  "positions_angstrom": [[1.10583, -0.03364, 0.18798], [-0.12425, 0.30681, 0.04053], [-1.42653, -0.22312, 0.02731], [-1.25714, 1.26866, -0.00716], [1.96978, -0.95708, -0.01607], [-1.93314, -1.33182, 0.06475], [-1.52695, 1.62416, -1.01010], [-1.59767, 1.78342, 0.80760], [2.39666, -1.04350, -0.95515], [2.39340, -1.39390, 0.86031]],
  "forces_ev_per_angstrom": [[-1.7, -0.2, -1.0], [0.4, 1.6, 0.4], [0.4, -3.0, -0.1], [-0.9, -1.5, -2.2], [1.3, 0.2, 2.0], [-0.5, 2.1, 0.0], [0.3, 0.4, 0.4], [-0.7, 1.6, 1.9], [0.8, -0.6, -1.7], [0.6, -0.6, 0.2]],
  "smiles": "C=C=C1CC1=O",
  "de_lowest_kj_mol": 322.25,
  "e_homo_ev": -8.939,
  "max_force_ev_per_a": 3.020,
  "total_charge": 0,
  "homo_lumo_gap_ev": 9.07
}

Entry 7:
{
  "formula": "C24H63B2BeF8N3O12",
  "method": "wB97M-V/def2-TZVPD",
  "elements": ["Be", "B", "F", "F", "F", "F", "B", "F", "F", "F", "F", "C", "O", "C", "C", "N", "C", "C", "O", "C", "H", "H", "H", "H", "H", "H", "H", "H", "H", "H", "H", "H", "H", "H", "H", "C", "O", "C", "C", "N", "C", "C", "O", "C", "H", "H", "H", "H", "H", "H", "H", "H", "H", "H", "H", "H", "H", "H", "H", "C", "O", "C", "C", "N", "C", "C", "O", "C", "H", "H", "H", "H", "H", "H", "H", "H", "H", "H", "H", "H", "H", "H", "H", "C", "C", "O", "O", "H", "H", "H", "H", "H", "H", "C", "C", "O", "O", "H", "H", "H", "H", "H", "H", "C", "C", "O", "O", "H", "H", "H", "H", "H", "H"],
  "positions_angstrom": [[1.98229, 1.19527, -2.61392], [6.87593, 0.66242, -0.48677], [5.78769, 0.26501, 0.22250], [7.21190, 1.89687, -0.09301], [7.93483, -0.21353, -0.27789], [6.57717, 0.73125, -1.83344], [-1.95307, -1.23083, 0.14827], [-0.66701, -1.00716, 0.42610], [-2.69385, -1.44889, 1.29285], [-2.30899, -0.06859, -0.47519], [-1.98100, -2.26769, -0.62189], [-8.30282, -10.88502, -0.64423], [-7.35974, -9.88614, -0.22880], [-7.39053, -8.74517, -1.11102], [-6.56181, -7.54978, -0.54894], [-5.08712, -7.77321, -0.80008], [-4.61645, -8.74995, 0.08563], [-3.29930, -9.38891, -0.44716], [-2.63220, -9.74293, 0.75213], [-1.77437, -8.74229, 1.28207], [-8.12329, -11.79420, -0.07042], [-8.06041, -11.14126, -1.67558], [-9.33614, -10.55013, -0.73479], [-8.43124, -8.43875, -1.00549], [-7.24490, -8.97375, -2.16678], [-6.79349, -7.22634, 0.46585], [-6.76081, -6.67144, -1.16296], [-4.57633, -6.90390, -0.74100], [-5.35679, -9.50947, 0.33688], [-4.35291, -8.19141, 0.98378], [-2.61665, -8.81753, -1.07614], [-3.58475, -10.28915, -0.99139], [-2.19533, -7.88142, 1.80149], [-1.17713, -8.28357, 0.49405], [-1.13592, -9.19704, 2.03949], [3.89878, -2.51799, -4.00685], [3.32048, -1.51811, -4.87458], [3.65716, -1.86157, -6.22829], [2.79055, -0.98812, -7.19747], [2.85517, 0.50160, -6.85271], [4.16765, 0.94785, -7.27243], [4.28017, 2.50620, -7.02166], [4.06486, 2.66577, -5.53440], [5.15584, 3.29255, -4.89064], [3.77574, -2.33014, -2.94023], [4.97947, -2.41160, -4.10124], [3.65423, -3.56490, -4.18649], [3.53744, -2.92554, -6.43259], [4.73480, -1.78195, -6.37127], [1.79949, -1.44114, -7.17156], [2.98377, -1.07264, -8.26687], [2.15270, 0.99378, -7.38600], [4.25753, 0.59525, -8.29990], [4.83137, 0.32771, -6.66993], [3.43582, 2.94967, -7.54941], [5.19481, 2.98914, -7.36560], [6.05232, 2.67290, -4.86925], [4.81022, 3.37770, -3.86040], [5.41661, 4.27908, -5.27387], [7.89956, 8.72671, 7.96069], [7.09940, 7.69549, 8.50309], [6.87962, 6.55345, 7.82486], [6.00485, 5.66425, 8.80436], [5.76393, 4.27470, 8.28663], [5.19646, 4.09226, 6.97013], [4.74987, 2.59003, 6.85617], [3.66044, 2.41760, 7.81143], [2.72100, 1.31600, 7.40469], [7.36555, 9.27499, 7.18459], [8.87384, 8.36496, 7.63202], [8.16967, 9.36272, 8.80368], [7.81105, 5.98945, 7.77542], [6.44924, 6.70173, 6.83446], [5.05901, 6.19758, 8.89948], [6.44373, 5.40283, 9.76724], [5.16586, 3.76250, 8.91914], [5.88073, 4.23722, 6.13414], [4.35694, 4.77984, 6.86751], [5.59660, 1.97264, 7.15613], [4.32371, 2.43838, 5.86446], [1.83492, 1.39360, 8.03471], [3.21028, 0.34581, 7.49091], [2.28286, 1.44837, 6.41544], [-0.41138, 5.86997, -0.33533], [-1.01432, 6.23592, -1.68669], [-1.02941, 5.13880, -2.67227], [0.95629, 5.45207, -0.55520], [-0.92954, 5.10622, 0.24458], [-0.50639, 6.66595, 0.40325], [-0.48171, 7.11406, -2.05178], [-2.04429, 6.57517, -1.57641], [-1.82986, 5.31205, -3.17313], [1.44898, 5.85799, 0.16179], [-6.75690, 0.79581, -6.14209], [-5.67663, -0.37113, -5.99939], [-5.41888, -0.87417, -7.24362], [-6.19226, 1.93881, -6.59003], [-7.09890, 1.01267, -5.13011], [-7.66339, 0.46704, -6.65030], [-5.92391, -1.13779, -5.26510], [-4.74615, -0.02759, -5.54740], [-5.95130, -1.65293, -7.42157], [-5.84038, 1.92808, -7.48315], [-6.50204, 4.08922, 3.82639], [-6.40665, 2.89845, 4.83112], [-5.10816, 2.49530, 5.22108], [-5.81798, 5.11368, 4.42532], [-7.54835, 4.34169, 3.65438], [-6.06718, 3.89004, 2.84694], [-6.96082, 2.04841, 4.43311], [-6.96448, 3.21965, 5.71076], [-4.85723, 1.86514, 4.54172], [-5.25811, 4.76187, 5.12128]],
  "forces_ev_per_angstrom": [[0.2, -0.2, -0.1], [0.8, -0.8, -0.1], [-1.9, -0.9, 0.9], [0.9, 2.7, 1.0], [0.6, -0.7, 0.0], [-0.6, -0.3, -1.9], [-0.8, 1.6, 1.8], [4.3, 0.6, 1.7], [-0.8, 0.0, 1.0], [-1.6, 1.9, -1.3], [-1.0, -4.1, -3.4], [1.3, 0.2, -1.0], [-0.1, -0.2, -0.5], [-1.2, 0.7, 2.2], [1.4, -0.2, -2.5], [-3.2, 0.5, -0.3], [1.9, 0.3, -0.1], [-0.6, -0.3, 1.7], [0.9, -0.4, 0.2], [0.4, -0.1, -0.2], [-0.4, 0.3, 0.3], [0.2, -0.3, -0.3], [-0.2, 0.2, 0.8], [-0.3, 0.5, -0.5], [0.7, -0.1, 0.1], [0.0, -0.6, 0.3], [-0.6, -0.1, -0.2], [0.1, 0.0, -0.1], [0.2, 0.2, -0.2], [0.3, -0.4, 0.7], [-0.4, 0.6, -0.1], [0.3, -0.2, 0.1], [-1.0, 0.0, 0.0], [0.3, -0.2, -0.2], [0.1, -0.3, -0.3], [1.3, 0.7, 0.3], [-0.2, -1.4, -0.2], [-0.1, 0.8, -0.2], [-0.3, 0.3, 1.2], [-0.3, -2.2, -0.6], [-0.1, 0.9, 1.1], [-0.7, -1.8, 1.8], [0.5, 0.2, -2.9], [-0.1, -0.2, 0.8], [-0.8, 0.5, -0.2], [0.3, -0.3, -0.2], [-0.5, 0.2, -0.5], [-0.8, -0.1, 0.0], [0.3, 0.7, 0.0], [-0.4, 0.8, 0.7], [0.9, -0.3, 0.0], [-0.4, 0.1, 0.1], [0.6, 0.7, -0.5], [0.6, 0.6, 0.0], [-0.1, 0.3, 0.2], [0.1, -0.3, 0.2], [0.1, -0.2, -0.1], [0.3, 0.2, 0.1], [-0.2, 0.1, -0.2], [0.3, -0.4, 0.5], [-0.1, 2.3, 1.5], [0.2, -2.8, 1.1], [-0.3, -1.3, -1.9], [0.3, 1.2, -0.4], [-0.2, -1.6, 0.1], [-1.4, 1.8, 1.0], [-0.8, -1.5, -1.3], [0.7, 1.4, 0.7], [0.1, 0.1, -0.1], [0.0, -0.3, -0.6], [-0.5, 0.3, -0.1], [0.4, -0.2, -0.8], [-0.3, -0.2, -0.1], [-0.3, 0.0, 0.4], [0.3, 1.1, 0.0], [0.1, -0.1, 0.4], [0.4, 0.4, 0.2], [-0.4, 0.0, -0.4], [0.0, -0.3, -0.5], [0.5, -0.4, -0.1], [0.4, -0.1, 0.5], [-0.1, 0.1, 0.0], [0.7, 0.2, -0.4], [0.1, -0.9, -0.2], [-0.5, -0.4, -0.1], [0.3, 1.2, 1.2], [-0.6, 0.6, 0.4], [-0.3, -0.7, -0.7], [0.4, 0.8, -0.5], [0.4, -0.2, -0.4], [-0.1, -0.1, 0.4], [0.0, -0.3, -0.2], [0.4, -0.2, -0.1], [0.8, -2.6, 2.3], [-1.4, 1.3, 1.3], [0.8, -1.0, -1.9], [0.7, 2.4, -0.7], [0.0, 0.1, 0.2], [0.1, -0.2, -0.6], [-0.8, -0.2, -0.1], [0.1, 0.8, -0.4], [0.0, 0.1, 0.0], [-0.2, -0.6, -0.1], [0.4, -1.9, 0.7], [-1.6, 0.0, -1.0], [-0.3, 0.4, -0.4], [0.5, 2.2, 0.4], [-0.2, 0.1, 0.2], [0.1, -0.4, -0.2], [-0.1, -0.2, -0.1], [0.2, 0.1, 0.2], [0.5, -0.1, 0.0], [0.2, -0.1, -0.1]],
  "de_lowest_kj_mol": 1375.84,
  "e_homo_ev": -8.797,
  "max_force_ev_per_a": 5.415,
  "total_charge": 0,
  "homo_lumo_gap_ev": 1.08
}

Entry 8:
{
  "formula": "C7H8N3O2",
  "method": "wB97M-V/def2-TZVPD",
  "elements": ["C", "C", "C", "C", "C", "C", "C", "N", "N", "N", "O", "O", "H", "H", "H", "H", "H", "H", "H", "H"],
  "positions_angstrom": [[-1.24181, -0.58017, -0.91854], [-1.06177, 1.01927, 0.95253], [-2.34786, 0.09398, -1.36568], [-2.49889, 1.37052, 0.58090], [-0.52967, -0.20783, 0.29762], [1.35502, 1.31761, -0.84115], [0.40767, -0.99571, 0.87485], [-2.98367, 0.92665, -0.47836], [0.86367, 1.95807, -0.02038], [2.03766, 0.87280, -1.80363], [-0.07910, 2.10246, 0.86896], [1.11369, -0.72005, 1.93868], [-0.85079, -1.38853, -1.50168], [-0.95078, 0.70413, 1.96896], [-2.86553, -0.25891, -2.23316], [-3.10092, 1.99752, 1.16731], [0.57374, -2.00198, 0.30494], [2.74639, 0.22683, -1.57607], [1.65797, 0.83152, -2.74872], [1.29398, -1.49350, 2.54531]],
  "forces_ev_per_angstrom": [[-0.3, 0.5, -1.0], [0.3, -1.9, 0.9], [2.2, -1.9, 1.8], [2.5, -0.3, -0.6], [-1.2, 0.1, -0.5], [-0.5, -0.1, 0.2], [-0.9, -2.7, -2.8], [-2.1, 0.6, -1.3], [-1.3, 1.5, 1.4], [0.2, -0.5, -1.8], [0.8, 1.4, -0.3], [0.5, -0.2, 2.0], [0.2, -0.4, -0.3], [-0.4, 0.8, 1.2], [-0.3, 0.3, -0.4], [-0.5, 0.7, 1.2], [0.0, 1.7, 1.3], [1.1, -0.8, 0.0], [0.1, 0.2, 0.2], [-0.2, 1.0, -1.2]],
  "smiles": "[NH2+]=C=NO[C@H]1C=NC=C/C1=C/O",
  "de_lowest_kj_mol": 275.71,
  "e_homo_ev": [-12.242, -12.242],
  "max_force_ev_per_a": 4.010,
  "total_charge": 1,
  "homo_lumo_gap_ev": [8.03, 8.03]
}